DFT (ωB97M-V/def2-TZVPD) results for ClH3N2S2 as an isolated structure in a non-equilibrium geometry.

Cartesian coordinates (Å):
N  -0.48  0.08  -1.03
N  0.30  -0.01  0.02
S  0.67  1.38  1.06
S  0.60  -1.70  0.40
Cl  -2.36  0.17  -0.77
H  -0.14  1.30  -1.48
H  2.03  0.97  1.04
H  -0.62  -2.19  0.77

Computed properties:
M = 130.62 g/mol
maximum force = 6.458 eV/Å
energy above the lowest of the compared OMol25 structures with the same formula, charge and spin = 35.85 kcal/mol
HOMO-LUMO gap = 8.9 eV
total energy = -1367.7064 Eh

Results of the Löwdin charge analysis, in e, for atoms 1 through 4: atom 1 (N): -0.54, atom 2 (N): -1.09, atom 3 (S): 0.67, atom 4 (S): 0.70